Entry 1:
Below is C4H10OSi as an isolated structure in a non-equilibrium geometry, with properties calculated with the ωB97M-V functional and the def2-TZVPD basis.

Last column: Mulliken charge in e.
Positions of all 16 atoms, in Å:
Si1 -3.0679 0.6908 0.0785  0.342
O1 -1.9893 -0.3409 -0.0678  -0.204
C1 0.7208 1.1789 0.0959  -0.268
C2 1.0517 -0.2242 0.5279  -0.617
C3 0.6161 -0.6695 -0.8489  -0.200
C4 0.4414 0.5783 -1.2611  -0.396
H1 -4.4650 0.3428 0.1148  -0.081
H2 0.5436 -1.5787 -1.5651  0.264
H3 0.0321 1.2239 -2.1074  0.328
H4 2.2292 -2.6732 0.8837  -0.227
H5 -2.6859 2.1209 0.5392  -0.057
H6 1.4925 1.9708 0.1271  0.291
H7 2.0848 -0.2580 0.6986  0.403
H8 0.4066 -0.5960 1.3391  0.239
H9 -0.1824 1.4568 0.4775  -0.034
H10 2.7719 -3.2226 0.9679  0.218

Values from the calculation:
Relative energy (zero: lowest compared OMol25 entry of this formula, charge and spin), eV: 4.775
Spin multiplicity: 1
Frontier orbital gap, eV: 8.08
E_HOMO, Ha: -0.319
LUMO level, eV: -0.60
Electronic energy, a.u.: -522.9739

***

Entry 2:
Below is an isolated molecule of C4H10OSi in a non-equilibrium geometry, with properties calculated with the ωB97M-V functional and the def2-TZVPD basis.

Last column: Mulliken charge in e.
Positions of all 16 atoms, in Å:
Si1 1.5331 0.4760 0.0483  0.627
O1 -1.4698 -0.5235 -0.7216  -0.349
C1 2.6796 -0.9334 -0.4825  -0.813
C2 -1.6190 -1.2458 0.4765  -0.701
C3 -1.5370 0.8778 -0.5552  -0.276
C4 -0.4313 1.4501 0.2302  -0.668
H1 -1.5716 1.2710 -1.5839  0.254
H2 1.7561 1.4925 -0.9944  -0.137
H3 -0.8881 -0.9229 1.2240  0.310
H4 -1.4495 -2.2933 0.2322  0.217
H5 -2.6306 -1.1251 0.8868  0.296
H6 -2.4979 1.1614 -0.0806  0.325
H7 1.8704 0.7320 1.4478  -0.146
H8 2.6489 -1.3690 -1.4685  0.320
H9 -0.3906 2.5352 0.1703  0.424
H10 3.2668 -1.4784 0.2378  0.316

Values from the calculation:
Relative energy (zero: lowest compared OMol25 entry of this formula, charge and spin), eV: 2.830
Spin multiplicity: 3
Frontier orbital gap (alpha / beta), eV: 8.55 / 8.23
E_HOMO (alpha / beta), Ha: -0.286 / -0.348
LUMO level (alpha / beta), eV: 0.75 / -1.24
Electronic energy, a.u.: -522.9144

***

Entry 3:
Below is a 2-piece molecular cluster, C4H10S overall in a non-equilibrium geometry, with properties calculated with the ωB97M-V functional and the def2-TZVPD basis.

Last column: Mulliken charge in e.
Positions of all 15 atoms, in Å:
S1 2.3413 -0.4771 0.3269  -0.066
C1 -2.7610 -0.2755 -0.5831  -0.469
C2 -2.5598 -1.5703 -0.4261  -0.436
C3 1.2959 0.3264 1.5833  -0.673
C4 2.2426 0.8088 -0.9263  -0.794
H1 1.5445 1.3826 1.6124  0.241
H2 -2.9783 -2.1688 0.3741  0.229
H3 -3.0845 0.3632 0.2335  0.232
H4 3.0096 0.6030 -1.6611  0.303
H5 1.2178 0.9474 -1.2529  0.256
H6 0.2675 0.1803 1.2379  0.149
H7 -2.0033 -2.1606 -1.1458  0.213
H8 2.5274 1.7722 -0.4848  0.269
H9 -2.5285 0.2870 -1.4837  0.227
H10 1.4688 -0.0185 2.5957  0.319

Values from the calculation:
Relative energy (zero: lowest compared OMol25 entry of this formula, charge and spin), eV: 1.362
Spin multiplicity: 1
Frontier orbital gap, eV: 9.44
E_HOMO, Ha: -0.309
LUMO level, eV: 1.02
Electronic energy, a.u.: -556.5319

***

Entry 4:
Below is an isolated molecule of C4H10S in a non-equilibrium geometry, with properties calculated with the ωB97M-V functional and the def2-TZVPD basis.

Last column: Mulliken charge in e.
Positions of all 15 atoms, in Å:
S1 0.2744 -1.6737 -0.4865  -0.142
C1 -0.6630 1.0321 -1.3604  -1.172
C2 -0.3613 -0.9928 1.1307  -0.413
C3 0.2611 -0.1429 -1.6641  -0.352
C4 0.6981 -0.1857 1.8452  -1.069
H1 0.9699 0.6456 1.2650  0.291
H2 1.3084 0.1576 -1.6157  0.288
H3 -1.7295 0.8588 -1.4631  0.332
H4 -0.5144 1.5969 -0.3520  0.233
H5 -0.4366 1.8801 -1.9227  0.406
H6 0.4354 0.1856 2.8028  0.360
H7 -0.0057 -0.4212 -2.6943  0.345
H8 -1.1705 -0.3324 0.8580  0.240
H9 -0.6921 -1.7954 1.7808  0.350
H10 1.6258 -0.8124 1.8762  0.301

Values from the calculation:
Relative energy (zero: lowest compared OMol25 entry of this formula, charge and spin), eV: 0.693
Spin multiplicity: 1
Frontier orbital gap, eV: 9.52
E_HOMO, Ha: -0.312
LUMO level, eV: 1.04
Electronic energy, a.u.: -556.5565

***

- Which formula does entry 4 have?
  C4H10S

***

- electronic energy of number 1 (C4H10OSi)?
  -522.9739 a.u.